The following is a quantum chemistry calculation of C14H38CuN3O9 as an isolated structure, from the OMol25 dataset.

Last column: Mulliken charge in e.
Element x y z (Å)
Cu  -0.181  1.851  1.618  0.815
N  -3.406  1.923  -1.499  1.126
O  -3.017  3.010  -1.909  -0.347
O  -2.488  1.245  -1.044  -0.360
O  -4.548  1.462  -1.641  -0.424
C  -2.315  -1.110  2.801  -0.911
O  -0.987  -1.078  2.301  -0.173
C  -0.283  -2.268  2.285  -0.763
C  0.776  -2.122  1.140  -0.662
N  1.655  -0.893  1.343  0.111
C  2.744  -1.157  2.226  -0.663
C  3.728  -2.290  1.876  -0.700
O  4.225  -1.986  0.579  -0.306
C  5.595  -1.446  0.461  -0.781
H  -2.802  -1.212  1.831  0.375
H  -2.537  -0.168  3.304  0.194
H  -2.550  -1.958  3.444  0.364
H  -1.019  -3.066  2.185  0.496
H  0.047  -2.256  3.324  0.302
H  0.265  -1.955  0.193  0.378
H  1.355  -3.036  1.006  0.458
H  2.082  -0.925  0.429  0.055
H  2.381  -1.189  3.253  0.497
H  3.307  -0.224  2.246  0.133
H  3.213  -3.249  1.932  0.379
H  4.500  -2.257  2.645  0.432
H  5.906  -0.726  1.218  0.333
H  5.750  -0.944  -0.494  0.216
H  6.151  -2.380  0.546  0.334
C  2.388  -0.472  -2.952  -1.063
O  2.457  0.513  -1.962  -0.158
C  2.250  1.814  -2.526  -0.746
C  2.602  2.859  -1.472  -0.744
N  1.485  3.282  -0.578  -0.102
C  1.910  4.508  0.133  -1.096
C  2.810  4.273  1.312  -0.361
O  2.381  3.164  2.099  -0.170
C  3.104  3.104  3.312  -1.010
H  2.423  -1.532  -2.699  0.301
H  3.120  -0.246  -3.727  0.403
H  1.559  -0.406  -3.657  0.386
H  1.179  1.731  -2.712  0.313
H  2.842  1.971  -3.428  0.443
H  2.939  3.717  -2.053  0.419
H  3.529  2.656  -0.937  0.358
H  0.697  3.449  -1.188  0.232
H  0.978  4.959  0.474  0.406
H  2.217  5.259  -0.595  0.439
H  2.814  5.180  1.916  0.449
H  3.802  4.064  0.911  0.311
H  4.186  3.211  3.376  0.359
H  2.781  2.245  3.901  0.289
H  2.562  3.835  3.912  0.437
C  -9.277  -1.290  -2.383  -0.520
O  -8.342  -1.504  -1.282  -0.489
H  -8.812  -0.826  -3.253  0.277
H  -9.647  -2.285  -2.629  0.213
H  -10.140  -0.717  -2.043  0.239
H  -7.618  -0.904  -1.474  0.284
C  -5.182  -4.230  -2.869  -0.395
O  -6.097  -4.757  -1.984  -0.510
H  -5.106  -3.213  -2.485  0.125
H  -4.229  -4.727  -2.688  0.236
H  -5.554  -4.197  -3.894  0.218
H  -6.560  -4.089  -1.475  0.326

**Calculated total energy**: -3037.4067 Eh
**Spin multiplicity**: 2
**Net charge**: +1
**HOMO-LUMO gap (alpha / beta)**: 0.2514 / 0.1644 Eh



The following is a quantum chemistry calculation of C14H38MgO6 as an isolated structure, from the OMol25 dataset.

Last column: Mulliken charge in e.
Element x y z (Å)
Mg  18.056  -29.846  2.186  0.937
C  20.341  -26.295  3.051  -1.567
C  19.104  -26.822  2.343  0.664
C  18.881  -26.058  1.046  -1.378
O  19.136  -28.179  2.126  -0.157
H  21.175  -26.135  2.363  0.337
H  20.614  -26.892  3.919  0.263
H  20.120  -25.285  3.435  0.421
H  18.204  -26.608  2.968  0.035
H  18.003  -26.447  0.522  0.202
H  19.711  -26.259  0.351  0.321
H  18.820  -24.977  1.185  0.362
C  15.278  -32.927  3.148  -1.379
C  16.198  -32.515  2.002  0.442
C  15.380  -32.144  0.753  -0.964
O  17.075  -31.546  2.363  -0.579
H  14.845  -32.017  3.586  0.180
H  15.795  -33.482  3.928  0.316
H  14.418  -33.502  2.789  0.420
H  16.748  -33.444  1.713  0.120
H  14.582  -32.868  0.565  0.509
H  16.042  -32.062  -0.106  0.010
H  14.877  -31.177  0.907  0.052
C  21.613  -32.458  1.463  -1.466
C  20.271  -31.860  1.063  0.102
O  19.983  -30.688  1.799  0.199
H  22.413  -31.738  1.274  0.332
H  21.841  -33.338  0.859  0.427
H  21.596  -32.746  2.513  0.332
H  19.475  -32.592  1.173  0.133
H  20.317  -31.625  -0.010  0.132
H  20.675  -30.031  1.665  0.034
C  19.538  -29.071  6.140  -1.254
C  19.712  -29.894  4.871  -0.193
O  18.481  -30.100  4.206  -0.080
H  18.670  -29.412  6.710  0.320
H  19.421  -28.016  5.899  0.259
H  20.388  -29.198  6.815  0.382
H  20.201  -30.848  5.098  0.386
H  20.373  -29.376  4.181  0.123
H  17.970  -30.829  4.574  0.142
C  15.015  -28.886  4.532  -1.194
C  14.893  -28.961  3.022  -0.135
O  16.192  -28.738  2.403  -0.316
H  14.028  -29.128  4.952  0.412
H  15.282  -27.907  4.920  0.378
H  15.679  -29.673  4.886  0.132
H  14.211  -28.191  2.656  0.443
H  14.511  -29.940  2.744  0.070
H  16.104  -27.976  1.825  0.141
C  18.316  -30.958  -1.895  -1.233
C  18.382  -29.652  -1.093  -0.548
O  17.678  -29.714  0.132  0.107
H  19.206  -31.056  -2.518  0.347
H  17.450  -31.002  -2.559  0.370
H  18.258  -31.810  -1.220  0.307
H  18.043  -28.806  -1.696  0.432
H  19.434  -29.439  -0.896  0.305
H  16.748  -29.543  -0.048  0.104

**Calculated total energy**: -1207.8225 Eh
**Net charge**: 0
**HOMO-LUMO gap**: 0.2947 Eh



Computed max |F| (eV Å⁻¹) in order:
3.224, 1.256
Computed ΔE to the lowest compared entry with this formula, charge and spin (kJ/mol) in order:
411.8, 0.0